Formula: C4H4N2O
Source: the OMol25 dataset
Level of theory: the ωB97M-V functional and the def2-TZVPD basis

## Properties
HOMO (spin up / spin down) ... -9.26 / -8.12 eV
E_LUMO (spin up / spin down) ... -0.03799 / -0.04047 hartree

Last column: Mulliken charge in e.
Element x y z (Å)
C -0.67107 0.52352 -1.02836  -0.268
C -0.19931 1.31791 -0.04055  -0.302
C -0.50159 -0.89947 -0.92617  -0.084
C 0.51262 -0.62939 1.03410  0.392
N -0.00728 -1.46096 0.13128  -0.448
N 0.60689 0.78480 0.96226  -0.272
O 0.02607 0.02973 2.08699  -0.267
H -1.15516 0.94182 -1.89482  0.352
H -0.28516 2.39363 -0.03558  0.405
H -0.81565 -1.55589 -1.72611  0.387
H 2.48964 -1.44571 1.43695  0.103


Formula: C2H8N2
Source: the OMol25 dataset
Level of theory: the ωB97M-V functional and the def2-TZVPD basis

## Properties
HOMO ... -9.45 eV
SMILES string ... C=NC.N
E_LUMO ... 0.03455 hartree

Last column: Mulliken charge in e.
Element x y z (Å)
N 1.07589 -2.46683 1.59353  -0.537
H 1.15342 -3.45949 1.73326  0.176
H 0.28566 -1.91814 1.83877  0.184
H 1.66782 -2.01676 0.91515  0.180
C -1.56159 0.97646 -0.69497  -0.708
C 0.70657 1.60485 -0.80496  -0.239
N -0.42884 1.84037 -0.32505  -0.426
H -2.26915 0.94034 0.13025  0.239
H -1.25046 -0.07256 -0.76780  0.295
H -1.91769 1.43449 -1.60895  0.305
H 1.46662 2.33377 -0.55431  0.267
H 1.07176 0.80351 -1.45491  0.265


Formula: C42H58BFN10O4Os
Source: the OMol25 dataset
Level of theory: the ωB97M-V functional and the def2-TZVPD basis

## Properties
Charge ... +2
Multiplicity ... 5
HOMO (spin up / spin down) ... -12.51 / -12.55 eV
E_LUMO (spin up / spin down) ... -0.18007 / -0.22441 hartree

Last column: Mulliken charge in e.
Element x y z (Å)
Os -1.87993 -0.30490 0.28437  3.161
C -4.10145 -1.79179 -4.43441  -1.335
C -3.26519 -0.91217 -3.57029  0.583
C -2.54985 0.21340 -3.93296  -1.012
C -1.93861 0.70485 -2.78760  -0.207
N -2.27840 -0.11950 -1.75359  -0.549
N -3.08742 -1.09657 -2.26311  0.739
B -3.59577 -2.27884 -1.41145  -1.585
N -2.36607 -3.00346 -0.83295  0.466
N -1.49480 -2.45143 0.08350  0.071
C -0.63345 -3.45352 0.43665  -0.588
C -0.93210 -4.57511 -0.32911  -0.775
C -2.03232 -4.26846 -1.09456  0.281
C -2.76811 -5.15658 -2.03863  -1.364
C 0.47628 -3.57973 1.48081  2.724
C 0.60971 -2.45851 2.49345  -1.436
C 1.80602 -3.73132 0.72612  -1.678
C 0.19849 -4.85665 2.29819  -1.805
N -4.54270 -1.84405 -0.30483  0.708
N -4.12859 -1.06223 0.73796  0.089
C -5.16004 -0.96953 1.59220  -0.436
C -6.24079 -1.69602 1.07430  -1.096
C -5.81769 -2.23636 -0.11605  0.409
C -6.57128 -3.10257 -1.06769  -1.369
C -5.23302 -0.18337 2.88524  2.703
C -3.87428 0.22371 3.43804  -1.673
C -6.08365 1.07042 2.63211  -1.659
C -5.93122 -1.05297 3.94170  -1.823
C -1.19200 2.03649 -2.81525  2.853
C -0.39356 2.11123 -4.13070  -2.060
C -0.19184 2.30166 -1.70217  -1.653
C -2.25258 3.15034 -2.82650  -1.547
H -4.13333 -1.38012 -5.44043  0.420
H -5.12060 -1.86697 -4.05838  0.230
H -3.68944 -2.79914 -4.48814  0.216
H -2.51300 0.63378 -4.92008  0.518
H -4.16606 -3.01343 -2.14622  -0.011
H -0.43277 -5.52620 -0.29944  0.595
H -2.28354 -6.12994 -2.06085  0.433
H -2.77304 -4.75194 -3.05019  0.208
H -3.80311 -5.29626 -1.72902  0.228
H 1.07146 -1.58222 2.05244  -0.100
H 1.25372 -2.79841 3.30592  0.542
H -0.35066 -2.20083 2.92598  0.354
H 1.98026 -2.87009 0.07673  0.183
H 1.82873 -4.63175 0.11248  0.387
H 2.62535 -3.79377 1.44506  0.455
H -0.70892 -4.74291 2.89316  0.402
H 1.03189 -5.02869 2.98027  0.468
H 0.08673 -5.74148 1.67689  0.346
H -7.21644 -1.81243 1.51169  0.521
H -7.58848 -3.23126 -0.70496  0.398
H -6.11708 -4.08952 -1.15832  0.230
H -6.61860 -2.66207 -2.06347  0.222
H -3.35457 0.92264 2.78748  0.092
H -3.22812 -0.63863 3.60053  0.317
H -4.01650 0.71985 4.39904  0.552
H -5.64374 1.70612 1.86270  0.200
H -6.16105 1.65451 3.55045  0.458
H -7.09161 0.80478 2.31129  0.381
H -5.36915 -1.96899 4.12971  0.395
H -6.94376 -1.32621 3.64825  0.327
H -5.99859 -0.49651 4.87730  0.453
H 0.32511 1.29271 -4.20166  0.431
H 0.15417 3.05415 -4.15639  0.455
H -1.02784 2.08617 -5.01283  0.382
H 0.58913 1.55255 -1.71277  0.200
H -0.64166 2.33752 -0.71004  0.091
H 0.26571 3.27473 -1.89202  0.684
H -2.92301 3.04575 -3.67929  0.403
H -1.76139 4.12260 -2.89434  0.466
H -2.85941 3.14267 -1.92088  0.056
F 4.79630 0.12731 -2.54680  -0.350
C 4.35708 0.65957 -1.38967  0.409
C 3.09674 0.34932 -0.97032  -0.889
C 2.61755 0.83464 0.24919  0.884
C 1.26282 0.48470 0.68973  0.437
O 0.53403 -0.20957 -0.05147  -0.868
C 0.90127 0.96996 1.98347  -0.117
C 1.79536 1.72438 2.69584  -0.623
N 3.00794 2.08943 2.26460  0.405
C 3.88743 2.85628 3.12629  -0.424
C 4.15110 4.29979 2.80521  -0.443
C 3.31257 3.92907 3.99198  -1.038
C 3.46119 1.63212 1.03053  -0.238
C 4.73871 1.96543 0.56820  -0.521
C 5.21390 1.48665 -0.64137  -1.248
N 6.51098 1.84611 -1.06786  0.219
C 7.63369 1.63891 -0.16468  -0.682
C 8.55500 2.86597 -0.24102  -0.741
N 8.33523 3.51925 -1.58062  -0.155
C 8.23460 2.48014 -2.65826  -0.750
C 6.91685 1.71049 -2.46353  -0.705
C -0.34497 0.61240 2.72888  -0.167
O -0.50139 0.92856 3.87755  -0.660
O -1.25055 -0.12173 2.08785  -0.762
H 2.47508 -0.30436 -1.56717  0.751
H 1.51961 2.04254 3.69192  0.908
H 4.70051 2.26359 3.52802  0.552
H 3.62987 4.71357 1.95221  0.223
H 5.14781 4.68486 2.96985  0.320
H 2.25397 4.13732 3.93174  0.348
H 3.73386 4.03286 4.98075  0.265
H 5.35623 2.62821 1.15658  0.945
H 8.18620 0.73129 -0.43409  0.315
H 7.28576 1.50829 0.85545  0.502
H 9.60727 2.59516 -0.18065  0.376
H 8.33364 3.61177 0.51975  0.431
H 9.07411 4.19386 -1.77946  0.340
H 7.44785 4.02512 -1.54488  0.372
H 9.11138 1.84435 -2.55130  0.357
H 8.27785 2.97326 -3.62605  0.385
H 7.08215 0.67468 -2.76982  0.425
H 6.14077 2.12951 -3.10121  0.510
O -4.01140 3.32524 0.30326  -0.516
C -3.29354 2.41167 0.36308  0.784
N -2.51300 1.50081 0.43785  -0.292


Values of E, in order: -339.2856; -190.4566; -2698.7382, all in a.u..
Values of relative energy (zero: lowest compared OMol25 entry of this formula, charge and spin), in order: 8.055; 1.150; 0.000, all in eV.